Here is one molecule with the formula C20H26N2O5S from the OMol25 dataset. Energies are from ωB97M-V with the def2-TZVPD basis set.

For the HOMO-LUMO gap, the calculation gives 9.145 eV. Its charge is 0. The value obtained for the HOMO energy is -8.65 eV. The molar mass comes out at 406.50 g mol⁻¹. Its SMILES is COc1ccc(S(=O)(=O)NC[C@H]2CC[C@@H](C(=O)NCc3ccco3)CC2)cc1.

Atoms and positions in Å:
1 C -4.8869 -3.1844 0.6491
2 O -3.8161 -2.5739 1.3333
3 C -3.3153 -1.4083 0.8606
4 C -2.2741 -0.8483 1.6116
5 C -1.6836 0.3315 1.2139
6 C -2.1232 0.9581 0.0602
7 S -1.2836 2.4216 -0.5133
8 O -0.9504 3.2654 0.5970
9 O -2.0294 2.9748 -1.6089
10 N 0.1520 1.7626 -1.0540
11 C 0.2072 1.2915 -2.4206
12 C 0.7948 -0.1253 -2.5250
13 C 2.2889 -0.1361 -2.2027
14 C 2.8547 -1.5472 -2.3301
15 C 2.1684 -2.4895 -1.3311
16 C 2.6828 -2.1146 0.0584
17 O 3.8759 -2.0821 0.2824
18 N 1.7698 -1.8534 1.0242
19 C 2.1924 -1.1993 2.2537
20 C 2.3512 0.2704 2.0293
21 C 3.3694 0.9796 1.4646
22 C 2.9285 2.3255 1.4087
23 C 1.6775 2.3366 1.9423
24 O 1.3161 1.0952 2.3142
25 C 0.6573 -2.4756 -1.5674
26 C 0.0516 -1.0712 -1.5828
27 C -3.1529 0.4246 -0.6846
28 C -3.7578 -0.7576 -0.2897
29 H -4.6040 -3.4642 -0.3702
30 H -5.7662 -2.5343 0.6198
31 H -5.1222 -4.0830 1.2168
32 H -1.9583 -1.3625 2.5056
33 H -0.8884 0.7808 1.7852
34 H 0.9593 2.2617 -0.7186
35 H -0.8243 1.2928 -2.7797
36 H 0.7830 1.9762 -3.0531
37 H 0.6607 -0.4618 -3.5592
38 H 2.8163 0.5325 -2.8863
39 H 2.4469 0.2285 -1.1857
40 H 3.9259 -1.5400 -2.1256
41 H 2.6996 -1.9151 -3.3467
42 H 2.5397 -3.5059 -1.5106
43 H 0.7959 -1.7743 0.7850
44 H 3.1563 -1.6310 2.5325
45 H 1.4509 -1.3903 3.0304
46 H 4.3068 0.5828 1.1332
47 H 3.4752 3.1659 1.0324
48 H 0.9542 3.1165 2.0751
49 H 0.1458 -3.0964 -0.8271
50 H 0.4805 -2.9342 -2.5444
51 H 0.0702 -0.6182 -0.5914
52 H -0.9972 -1.1384 -1.8835
53 H -3.4785 0.9485 -1.5693
54 H -4.5648 -1.1596 -0.8807